(1)
# C25H40BrCl3N3O3SiTm

A structure of composition C25H40BrCl3N3O3SiTm at a distorted geometry (the ωB97M-V functional and the def2-TZVPD basis, OMol25).

The energy relative to the best compared isomer or geometry (same formula, charge and spin) is 4.785 eV. The spin multiplicity is 3. The value obtained for the calculated total energy is -6696.0376 hartree. The largest force on an atom is 4.754 eV Å⁻¹. The frontier orbital gap (alpha / beta) is 7.3 / 7.3 eV. The calculation puts the HOMO energy (alpha / beta) at -7.23 / -7.22 eV. For the LUMO energy (alpha / beta), the calculation gives 0.1 / 0.1 eV.

Each line ends with the Mulliken charge.
Positions of all 77 atoms, in Å:
C -2.542 2.838 1.466  -1.412
C -3.296 1.852 0.620  -0.062
H -2.168 3.692 0.896  0.214
H -1.693 2.366 1.961  0.114
H -3.145 3.316 2.247  0.419
C -4.330 2.212 -0.154  0.032
C -4.724 3.619 -0.370  -1.472
H -4.941 1.464 -0.679  0.566
H -3.837 4.245 -0.577  0.261
H -5.252 4.020 0.512  0.315
H -5.396 3.647 -1.240  0.378
Tm 0.071 -0.032 1.729  -0.472
Cl 1.068 0.613 3.871  -0.579
Cl -2.160 -1.327 2.823  -0.526
C 0.522 -3.080 1.278  -0.065
O 0.837 -1.876 0.992  0.007
N 1.069 -4.072 0.612  0.255
C 2.070 -3.730 -0.396  -0.450
C 0.615 -5.449 0.704  -0.921
H -0.206 -3.271 2.093  0.526
H 2.923 -3.236 0.079  0.133
H 1.641 -3.063 -1.148  0.005
H 2.420 -4.650 -0.847  0.381
H 0.570 -5.771 1.746  0.356
H 1.332 -6.067 0.173  0.295
H -0.381 -5.560 0.262  0.337
H 4.376 4.387 1.473  0.292
H 0.664 4.443 0.497  0.180
C 3.986 4.128 0.483  -0.863
C 1.545 4.319 -0.147  -0.708
N 2.616 3.614 0.557  0.215
H 4.666 3.389 0.044  0.325
C 2.407 2.390 1.044  -0.120
O 1.305 1.777 1.039  -0.323
H 1.248 3.790 -1.067  0.280
H 3.311 1.934 1.454  0.214
H 3.981 5.033 -0.122  0.338
H 1.943 5.300 -0.404  0.381
O -1.403 0.464 0.555  1.392
C -2.771 0.439 0.466  -0.022
C -3.671 0.060 -1.981  0.303
C -3.434 -0.370 -0.655  0.261
H -3.350 1.054 -2.327  0.948
C -4.502 -0.704 -2.823  -1.293
H -3.078 -0.077 1.407  0.040
C -3.908 -1.610 -0.239  -0.623
H -4.756 -0.300 -3.823  0.404
C -5.009 -1.915 -2.354  -0.635
C -4.757 -2.358 -1.052  -0.773
H -3.676 -1.925 0.778  0.357
H -5.607 -2.520 -3.028  0.370
H -5.208 -3.254 -0.645  0.431
Si -0.696 0.162 -2.662  1.076
Cl -1.427 2.137 -2.672  -0.393
C -1.267 -0.489 -4.252  -1.214
C -1.051 -1.578 -1.775  -0.819
C 0.936 0.368 -1.772  -0.367
H -1.436 -1.561 -4.306  0.329
H -0.342 -0.234 -4.759  0.429
H -2.113 0.058 -4.651  0.277
H 0.981 1.337 -1.240  -0.446
H 1.591 0.376 -2.649  0.589
H 1.241 -0.469 -1.131  0.023
H -2.056 -1.982 -1.920  0.334
H -0.720 -1.766 -0.749  -0.322
H -0.378 -2.117 -2.456  0.602
Br 6.841 1.823 3.537  -0.172
C 5.854 0.247 3.113  -0.588
C 6.493 -0.952 2.763  -0.068
C 5.711 -2.021 2.303  -0.875
C 4.326 -1.809 2.152  -0.123
N 3.739 -0.690 2.521  -0.015
C 4.452 0.321 3.017  -0.243
H 7.573 -1.016 2.813  0.430
H 6.131 -2.979 2.017  0.395
H 3.699 -2.585 1.716  0.284
H 3.930 1.235 3.262  0.868

Cartesian forces (eV/Å) of the 3 atoms listed first:
C 0.1 0.2 0.2
C -0.7 0.1 -1.8
H 0.2 -0.1 -0.3

(2)
# C25H40F9I3N3O6PS

A cluster of 2 separate species, C25H40F9I3N3O6PS in total at a distorted geometry (the ωB97M-V functional and the def2-TZVPD basis, OMol25).

The value obtained for the calculated total energy is -4123.5773 hartree. The largest force on an atom is 2.062 eV Å⁻¹. The frontier orbital gap is 8.4 eV. The calculation puts the HOMO energy at -8.59 eV. For the LUMO energy, the calculation gives -0.2 eV.

Each line ends with the Mulliken charge.
Positions of all 88 atoms, in Å:
H -0.625 2.197 3.564  0.285
N -0.082 2.044 2.717  -0.511
C -0.821 2.160 1.701  -0.255
C -0.306 2.036 0.298  -0.501
C -0.847 0.838 -0.518  -0.623
I -1.152 1.695 -2.584  -0.096
C -2.219 0.358 -0.064  -0.423
C -3.359 1.373 -0.209  -1.431
C -4.492 1.019 0.756  0.788
F -4.162 1.258 2.052  -0.305
F -4.788 -0.315 0.644  -0.359
C -5.772 1.806 0.374  0.467
F -6.240 1.322 -0.801  -0.275
F -5.426 3.113 0.199  -0.259
S -7.204 1.792 1.644  1.443
F -7.795 3.114 0.989  -0.322
F -6.360 2.680 2.647  -0.270
F -6.642 0.473 2.298  -0.294
F -8.109 0.925 0.676  -0.314
F -8.380 1.796 2.696  -0.293
O 0.084 -0.131 -0.849  0.891
C 0.394 -1.349 -0.197  -0.951
I 0.464 -1.208 1.958  0.129
C -0.721 -2.385 -0.495  -0.726
C -1.289 -2.293 -1.832  -0.611
C -1.737 -2.231 -2.921  -0.381
C 1.795 -1.749 -0.836  2.189
C 2.064 -3.273 -0.790  -2.082
C 2.033 -4.069 0.519  -1.257
C 3.281 -3.965 1.375  -0.684
O 4.411 -4.068 0.506  -0.302
C 5.574 -3.559 0.989  0.805
C 5.980 -3.977 2.371  -1.161
O 6.238 -2.858 0.299  -0.509
C 3.024 -1.076 -0.203  -0.488
C 3.175 0.460 -0.111  -0.895
C 3.198 1.008 1.325  -0.879
I 5.124 0.976 -0.982  0.042
O 1.519 -1.503 -2.215  0.057
C 2.372 -1.030 -3.222  -0.186
N 2.513 0.406 -3.169  -0.231
C 1.563 -1.466 -4.497  -0.569
C 2.075 -0.966 -5.832  -1.407
P 4.056 -1.765 -3.495  0.709
O 4.929 -0.892 -4.310  -0.753
H -1.874 2.407 1.832  0.269
H -0.578 2.959 -0.202  0.774
H 0.779 2.025 0.338  -0.194
H -2.205 0.002 0.965  0.511
H -2.495 -0.495 -0.678  0.527
H -3.039 2.384 0.008  0.397
H -3.795 1.310 -1.197  0.759
H -0.401 -3.405 -0.320  0.680
H -1.531 -2.219 0.213  0.636
H -2.164 -2.094 -3.883  0.458
H 1.332 -3.714 -1.461  0.701
H 3.031 -3.462 -1.241  0.724
H 1.154 -3.924 1.132  0.329
H 1.988 -5.117 0.217  0.507
H 3.305 -3.059 1.978  0.297
H 3.282 -4.803 2.074  0.541
H 7.032 -3.758 2.479  0.371
H 5.837 -5.048 2.481  0.349
H 5.381 -3.452 3.107  0.275
H 3.137 -1.452 0.806  0.117
H 3.890 -1.465 -0.719  0.063
H 2.489 0.989 -0.752  0.664
H 4.140 1.480 1.567  0.449
H 2.423 1.750 1.498  0.210
H 3.052 0.219 2.055  0.186
H 1.666 0.826 -3.532  0.108
H 3.328 0.713 -3.685  0.344
H 1.568 -2.555 -4.519  0.449
H 0.546 -1.147 -4.285  0.133
H 2.994 -1.454 -6.136  0.360
H 2.200 0.110 -5.875  0.289
H 1.335 -1.221 -6.589  0.442
H 4.676 -2.153 -2.291  -0.002
H 3.768 -2.975 -4.156  0.079
C -4.167 5.817 2.896  -0.520
C -3.244 5.564 4.067  0.610
N -3.639 6.093 5.255  -0.393
O -2.215 4.927 3.967  -0.615
H -4.500 4.868 2.481  -0.080
H -3.629 6.368 2.127  0.256
H -5.043 6.394 3.188  0.334
H -4.484 6.621 5.364  0.178
H -3.050 5.943 6.056  0.230

Cartesian forces (eV/Å) of the 3 atoms listed first:
H 0.0 0.2 0.1
N 0.3 0.0 -0.1
C -0.3 0.0 0.5

(3)
# C25H40N

The ion C25H40N with charge +1 at a distorted geometry (the ωB97M-V functional and the def2-TZVPD basis, OMol25).

The energy relative to the best compared isomer or geometry (same formula, charge and spin) is 0.011 eV. The net charge is +1. The value obtained for the calculated total energy is -1031.1685 hartree. The largest force on an atom is 1.163 eV Å⁻¹. The frontier orbital gap is 8.1 eV. The calculation puts the HOMO energy at -12.51 eV. For the LUMO energy, the calculation gives -4.4 eV.

Each line ends with the Mulliken charge.
Positions of all 66 atoms, in Å:
C -0.958 -2.614 -2.850  -1.656
C -0.777 -1.192 -2.329  0.130
C -1.803 -0.205 -2.889  -0.479
C -3.229 -0.496 -2.427  -0.626
C -4.236 0.572 -2.864  -1.109
C -3.961 1.983 -2.338  -0.850
C -3.949 2.079 -0.814  0.163
C -3.560 3.479 -0.347  -0.811
C -3.606 3.654 1.172  -1.008
C -2.738 2.674 1.965  -0.722
C -1.268 2.677 1.547  -0.003
C -0.412 1.871 2.523  -0.946
C 1.051 1.756 2.087  -0.781
C 1.262 0.701 0.999  0.001
C 2.716 0.678 0.534  -0.575
C 3.001 -0.441 -0.477  -1.167
N 2.960 -1.748 0.159  0.489
C 1.851 -2.466 0.047  0.217
C 1.687 -3.696 0.672  -0.823
C 2.712 -4.194 1.439  -0.779
C 3.901 -3.455 1.573  1.005
C 4.980 -3.931 2.351  -0.836
C 6.126 -3.197 2.474  -0.660
C 6.237 -1.961 1.821  -0.823
C 5.210 -1.465 1.058  -0.854
C 4.016 -2.195 0.913  1.138
H -0.965 -2.616 -3.937  0.357
H -0.148 -3.262 -2.515  0.409
H -1.896 -3.036 -2.502  0.367
H -0.856 -1.187 -1.236  0.234
H 0.222 -0.838 -2.607  0.196
H -1.763 -0.222 -3.980  0.391
H -1.517 0.797 -2.563  0.214
H -3.555 -1.451 -2.843  0.431
H -3.245 -0.592 -1.340  0.310
H -5.227 0.260 -2.528  0.367
H -4.255 0.609 -3.955  0.404
H -3.008 2.345 -2.730  0.353
H -4.736 2.647 -2.728  0.430
H -3.237 1.359 -0.412  -0.082
H -4.938 1.825 -0.425  0.277
H -2.558 3.715 -0.713  0.303
H -4.243 4.205 -0.794  0.484
H -4.638 3.543 1.510  0.362
H -3.291 4.673 1.409  0.362
H -2.803 2.946 3.022  0.482
H -3.139 1.663 1.868  0.303
H -0.904 3.706 1.517  0.273
H -1.175 2.261 0.543  -0.049
H -0.449 2.358 3.499  0.406
H -0.835 0.870 2.642  0.317
H 1.664 1.491 2.951  0.441
H 1.393 2.726 1.723  0.387
H 0.613 0.916 0.149  -0.022
H 0.980 -0.276 1.403  0.272
H 2.953 1.629 0.055  0.430
H 3.371 0.571 1.402  0.430
H 2.243 -0.416 -1.261  0.195
H 3.975 -0.300 -0.948  0.483
H 1.060 -2.059 -0.567  0.310
H 0.763 -4.234 0.544  0.513
H 2.621 -5.145 1.941  0.459
H 4.876 -4.886 2.842  0.406
H 6.949 -3.562 3.068  0.417
H 7.146 -1.389 1.921  0.424
H 5.339 -0.511 0.577  0.323

Cartesian forces (eV/Å) of the 3 atoms listed first:
C 0.0 0.2 0.2
C -0.1 0.0 -0.3
C 0.0 -0.1 0.4

(4)
# C25H41BrN2P2Sr

A structure of composition C25H41BrN2P2Sr at a distorted geometry (the ωB97M-V functional and the def2-TZVPD basis, OMol25).

The net charge is +2. The value obtained for the calculated total energy is -4373.5704 hartree. The largest force on an atom is 4.114 eV Å⁻¹. The frontier orbital gap (alpha / beta) is 6.1 / 6.1 eV. The calculation puts the HOMO energy (alpha / beta) at -12.69 / -12.69 eV. For the LUMO energy (alpha / beta), the calculation gives -6.5 / -6.5 eV.

Each line ends with the Mulliken charge.
Positions of all 72 atoms, in Å:
C -6.174 1.935 -4.425  -0.161
C -5.404 3.119 -4.280  0.718
C -5.539 4.122 -5.268  -0.465
C -6.428 3.905 -6.331  -0.378
N -7.143 2.785 -6.447  -0.528
C -7.039 1.828 -5.527  -0.418
C -4.456 3.243 -3.198  -0.462
C -3.688 3.129 -2.218  -0.983
C -2.904 2.963 -1.030  0.776
C -3.039 1.807 -0.207  -1.443
C -2.171 1.563 0.817  -0.828
C -0.971 2.386 0.999  1.209
C -1.059 3.701 0.363  -1.450
C -1.973 3.953 -0.621  -0.412
Sr -2.661 1.955 -3.976  1.929
P -0.351 2.446 2.751  1.537
H -4.977 5.053 -5.209  0.458
H -6.138 1.137 -3.680  0.530
H -6.557 4.668 -7.107  0.393
H -7.658 0.931 -5.651  0.387
H -2.026 4.931 -1.112  0.654
H -3.883 1.138 -0.426  0.592
H -0.323 4.468 0.629  0.531
H -2.285 0.681 1.453  0.390
C 1.174 1.492 3.010  -0.739
C 2.378 2.274 3.514  -1.331
H 1.413 1.046 2.034  0.407
H 0.913 0.665 3.688  0.608
H 3.243 1.602 3.573  0.435
H 2.636 3.092 2.828  0.303
H 2.218 2.694 4.517  0.315
C -0.150 4.159 3.274  -0.991
C -1.452 4.953 3.391  -1.214
H 0.546 4.637 2.566  0.611
H 0.365 4.127 4.248  0.530
H -1.212 5.981 3.689  0.446
H -2.000 5.006 2.441  0.205
H -2.117 4.534 4.157  0.334
C -1.541 1.682 3.873  -1.041
C -1.168 1.850 5.347  -1.283
H -1.585 0.618 3.593  0.545
H -2.523 2.124 3.654  0.529
H -1.927 1.356 5.965  0.427
H -0.198 1.389 5.577  0.328
H -1.136 2.906 5.652  0.320
Br 0.541 1.261 -0.182  -0.374
P 1.076 3.820 -3.789  -0.120
C 1.221 4.299 -2.005  0.911
C 2.650 4.586 -1.552  -1.565
H 0.797 3.473 -1.402  -0.963
H 0.582 5.183 -1.845  0.403
H 2.642 4.964 -0.522  0.391
H 3.284 3.693 -1.565  0.285
H 3.106 5.357 -2.185  0.391
C 1.692 2.088 -3.584  0.302
C 3.193 2.015 -3.866  -1.257
H 1.124 1.447 -4.276  0.349
H 1.463 1.774 -2.550  -0.341
H 3.571 1.019 -3.608  0.361
H 3.406 2.186 -4.929  0.367
H 3.769 2.750 -3.291  0.267
C -0.718 3.679 -3.859  0.314
C -1.504 4.989 -3.928  -0.805
H -0.970 3.114 -2.915  -1.026
H -0.854 3.132 -4.829  0.972
H -2.596 4.809 -3.880  0.022
H -1.241 5.657 -3.096  0.298
H -1.281 5.515 -4.869  0.457
N -1.660 0.026 -2.512  -0.566
H -1.253 -0.767 -3.016  0.287
H -0.931 0.355 -1.856  0.047
H -2.394 -0.365 -1.917  0.277

Cartesian forces (eV/Å) of the 3 atoms listed first:
C 0.0 0.2 -0.1
C 0.0 0.0 -0.6
C -0.1 -0.3 0.0

> Which of these has the lowest largest force on an atom?

C25H40N